# 1
Below is a cluster of 2 separate species, C11H15N in total at a distorted geometry, with properties calculated with ωB97M-V with the def2-TZVPD basis set.

Output
E_HOMO, eV: -7.8
Calculated total energy, a.u.: -482.84777
Lowest unoccupied orbital energy, eV: 0.97

```
! RIJCOSX wB97M-V def2-TZVPD def2/J DEFGRID3
* xyz 0 1
C 2.362 2.417 -0.248
C 0.921 2.709 0.079
C 0.312 3.897 0.453
N -1.065 3.693 0.668
C -1.281 2.269 0.410
C -2.480 1.541 0.635
C -2.489 0.155 0.469
C -1.340 -0.435 -0.140
C -0.175 0.276 -0.439
C -0.089 1.648 -0.071
H 3.237 2.700 0.416
H 2.708 2.873 -1.220
H 2.417 1.330 -0.420
H 0.801 4.777 0.554
H -1.738 4.396 0.916
H -3.403 2.108 0.995
H -3.385 -0.269 0.733
H -1.403 -1.547 -0.139
H 0.658 -0.149 -1.042
C 0.343 -4.899 -0.689
C 1.029 -3.665 0.014
H 0.899 -5.870 -0.482
H -0.544 -5.187 -0.261
H 0.285 -4.636 -1.748
H 0.322 -3.196 0.731
H 1.226 -2.962 -0.818
H 1.874 -3.975 0.646
*
```

***

# 2
Below is a cluster of 2 separate species, C11H15N in total at a distorted geometry, with properties calculated with ωB97M-V with the def2-TZVPD basis set.

Output
E_HOMO, eV: -7.9
Calculated total energy, a.u.: -482.89612
Lowest unoccupied orbital energy, eV: 0.91

```
! RIJCOSX wB97M-V def2-TZVPD def2/J DEFGRID3
* xyz 0 1
C 2.580 -1.156 1.772
C 1.254 -1.008 1.049
C 1.032 -1.397 -0.225
N -0.308 -1.207 -0.551
C -0.944 -0.568 0.502
C -2.273 -0.172 0.662
C -2.690 0.284 1.914
C -1.714 0.432 2.943
C -0.411 0.094 2.725
C 0.028 -0.429 1.521
H 3.357 -1.120 1.013
H 2.733 -2.018 2.406
H 2.598 -0.220 2.344
H 1.790 -1.751 -0.907
H -0.663 -1.210 -1.502
H -2.973 -0.253 -0.156
H -3.712 0.624 2.005
H -2.070 0.825 3.886
H 0.251 0.208 3.582
C 0.515 1.724 -2.576
C 0.006 0.860 -3.718
H 1.480 1.325 -2.245
H 0.512 2.806 -2.718
H -0.094 1.644 -1.679
H -1.004 1.025 -4.089
H -0.029 -0.197 -3.439
H 0.749 0.855 -4.519
*
```

***

Question: Look up the E_HOMO of the first one.
Answer: -7.8 eV